(1)
Molecular formula: C35H38ClN3O2Ta
Method: DFT, ωB97M-V/def2-TZVPD

Output
F_max: 0.37 eV/Å
multiplicity: 1
net charge: +1
M: 749.11 g mol⁻¹
energy above the lowest of the compared OMol25 structures with the same formula, charge and spin: 0.7699 eV

Last column: Löwdin charge in e.
CARTESIAN COORDINATES (ANGSTROEM)
Ta  -1.35046  0.24252  -0.41720  1.7822
C  -2.77230  1.71419  0.46769  -0.4022
C  -2.47106  3.15672  0.46843  -0.1393
C  -3.54410  3.82965  -0.01498  -0.1147
C  -4.58862  2.87693  -0.33715  -0.1101
C  -4.15993  1.62727  -0.02377  -0.1366
H  -2.58983  1.28932  1.46905  0.0926
H  -1.55484  3.58052  0.85450  0.0994
H  -3.62342  4.90085  -0.13260  0.1042
H  -5.55962  3.13163  -0.73698  0.1032
H  -4.73675  0.71568  -0.09674  0.0981
Cl  -0.57315  -7.03719  -0.21462  0.7069
C  -1.07250  -5.38367  -0.20233  -0.6592
C  -1.99559  -4.94519  0.74597  -0.0573
C  -2.40251  -3.62597  0.76476  0.0080
C  -1.88226  -2.72055  -0.15152  -0.3095
O  -2.27882  -1.43593  -0.16043  -0.2276
C  -0.94461  -3.15582  -1.09998  -0.1400
C  -0.32879  -2.26677  -2.05676  -0.0360
N  -0.33107  -0.98168  -2.00921  -0.0075
C  0.28394  -0.22595  -3.03865  -0.2058
C  1.37237  -0.58924  -3.78180  0.0162
C  1.83763  0.26110  -4.80752  -0.0355
C  1.20332  1.44049  -5.08475  0.0005
C  0.09134  1.84661  -4.30933  -0.1405
C  -0.64264  3.03622  -4.52698  0.0379
C  -1.70993  3.33150  -3.72879  0.0041
C  -2.01950  2.48701  -2.64838  -0.0615
N  -1.33828  1.38498  -2.39831  -0.0064
C  -0.32876  1.02444  -3.25810  -0.1900
C  -0.56354  -4.50280  -1.12852  -0.0472
H  -2.39561  -5.64831  1.46363  0.1196
H  -3.13101  -3.27966  1.48505  0.1304
H  0.17927  -2.74770  -2.89272  0.1447
H  1.88742  -1.52092  -3.58715  0.1205
H  2.70203  -0.03795  -5.38375  0.1180
H  1.54805  2.07809  -5.88824  0.1258
H  -0.35539  3.69740  -5.33544  0.1334
H  -2.30455  4.21958  -3.88513  0.1227
H  -2.82957  2.72165  -1.97313  0.0780
H  0.14544  -4.84865  -1.87033  0.1231
C  0.48080  -1.42575  4.35660  -0.0483
C  -0.43817  -0.36901  3.72190  -0.3527
C  -1.45410  -1.08823  2.85343  -0.0877
C  0.41799  0.76236  3.13912  -0.1224
C  1.02568  1.51681  4.14453  -0.0542
C  1.98241  2.47136  3.88315  -0.0587
C  2.36758  2.67498  2.57061  -0.0356
C  1.76281  2.00283  1.51800  -0.1455
C  2.33603  2.30754  0.14219  -0.3653
C  1.34577  2.77096  -0.92166  -0.0639
C  3.16430  1.12878  -0.37442  -0.0505
C  0.74131  1.06160  1.79502  -0.2093
N  -0.02962  0.55147  0.72581  -0.1277
H  -0.11275  -2.14061  4.92973  0.0867
H  1.21170  -0.97585  5.02646  0.0802
H  1.02283  -1.97953  3.59029  0.0591
H  -0.98926  0.09043  4.54764  0.1351
H  -0.95789  -1.65997  2.07113  0.0461
H  -2.18924  -0.42087  2.40789  0.0495
H  -2.00631  -1.79531  3.47660  0.0920
H  0.74182  1.31890  5.17163  0.1195
H  2.43193  3.03830  4.68711  0.1104
H  3.14343  3.39645  2.34591  0.1148
H  3.01719  3.14533  0.30457  0.1231
H  0.88368  1.90991  -1.38931  0.0194
H  1.87636  3.31739  -1.70499  0.0905
H  0.56985  3.42272  -0.51495  0.0794
H  2.52597  0.26144  -0.55568  0.0492
H  3.92595  0.84111  0.35182  0.0876
H  3.66744  1.39498  -1.30760  0.0820
C  3.10147  -3.56120  1.30974  -0.0657
C  1.95890  -2.59839  1.07957  -0.3080
O  1.90995  -2.11063  -0.26255  -0.1069
H  3.14653  -3.85420  2.35890  0.0835
H  4.05465  -3.09923  1.04733  0.0850
H  2.97352  -4.47077  0.71729  0.0801
H  2.05946  -1.71764  1.71576  0.0991
H  1.00047  -3.07769  1.31467  0.1023
H  2.45772  -2.68115  -0.81108  0.0845

Atoms 1-6, force components in eV/Å:
Ta -0.19 0.25 0.19
C 0.07 -0.03 -0.06
C -0.01 0.01 0.11
C 0.01 -0.02 -0.04
C 0.01 -0.01 0.00
C -0.01 0.06 -0.03

=====

(2)
Molecular formula: CH2ClFOS
Method: DFT, ωB97M-V/def2-TZVPD

Output
F_max: 4.54 eV/Å
multiplicity: 1
M: 116.54 g mol⁻¹
energy above the lowest of the compared OMol25 structures with the same formula, charge and spin: 3.0767 eV

Last column: Löwdin charge in e.
CARTESIAN COORDINATES (ANGSTROEM)
C  0.77963  0.67781  0.33852  -0.3935
O  -0.46050  0.25553  -0.02321  -0.3512
F  1.74241  -0.28153  0.41161  -0.0334
S  -2.36729  -1.16431  -0.08209  0.3480
Cl  -1.43517  -1.95588  -1.63655  0.1279
H  0.99806  1.36501  -0.50042  0.1394
H  0.74287  1.10337  1.49215  0.1628

Atoms 1-6, force components in eV/Å:
C -1.92 0.26 4.11
O -1.02 -0.58 -1.97
F 0.42 -0.62 -0.46
S 2.43 0.73 0.15
Cl -0.52 0.28 0.51
H 0.24 0.20 0.56

=====

(3)
Molecular formula: C33H35BrMoN8O6PS
Method: DFT, ωB97M-V/def2-TZVPD

Output
F_max: 5.07 eV/Å
multiplicity: 3
net charge: +1
M: 878.58 g mol⁻¹
expectation value of S²: 2.055
energy above the lowest of the compared OMol25 structures with the same formula, charge and spin: 1.8758 eV

Last column: Löwdin charge in e.
CARTESIAN COORDINATES (ANGSTROEM)
Mo  -0.10497  0.48592  0.75129  1.7036
S  -0.43717  0.79162  3.25679  0.6879
C  -1.66887  1.80882  2.62459  -0.7384
C  -2.63137  2.52432  3.33889  -0.0618
C  -3.52727  3.29652  2.63289  -0.0369
C  -3.46897  3.32432  1.23539  -0.0375
C  -2.51317  2.56772  0.59559  -0.0954
N  -1.63757  1.82642  1.27749  -0.1770
H  -2.66257  2.45342  4.41309  0.1134
H  -4.27657  3.86602  3.16139  0.1173
H  -4.16317  3.91212  0.66049  0.1097
H  -2.42297  2.52372  -0.48601  0.1300
Br  -1.50837  -7.65098  0.71749  0.7453
C  -2.52947  -6.45748  -0.34761  -0.6793
C  -1.87047  -5.53418  -1.15171  -0.1328
C  -2.59887  -4.62818  -1.88671  -0.0093
C  -4.00617  -4.64998  -1.84151  -0.2935
C  -4.65137  -5.64308  -1.08951  -0.0103
C  -3.91827  -6.52178  -0.32451  -0.1136
N  -4.77827  -3.81308  -2.59821  0.0791
N  -4.49317  -2.68498  -3.00551  0.0781
C  -3.64157  -1.77268  -2.50551  -0.2409
C  -2.94567  -0.95858  -3.42061  0.0028
C  -1.88727  -0.17178  -3.03661  0.0164
C  -1.52717  -0.09588  -1.67821  -0.3231
O  -0.48637  0.52072  -1.20171  -0.2220
C  -2.35287  -0.74318  -0.71981  -0.1411
N  -2.00667  -0.50168  0.56579  -0.0462
C  -2.73237  -1.08018  1.52339  -0.0870
C  -3.83317  -1.87918  1.25009  -0.0026
C  -4.18827  -2.14318  -0.06201  0.0362
C  -3.42087  -1.58918  -1.09491  -0.0752
H  -0.79237  -5.53638  -1.20281  0.0941
H  -2.09297  -3.92378  -2.53181  0.1199
H  -5.72907  -5.69018  -1.09971  0.1193
H  -4.41417  -7.26398  0.28089  0.1061
H  -3.19427  -1.07018  -4.46401  0.1212
H  -1.31167  0.36622  -3.77221  0.1194
H  -2.42987  -0.88608  2.54639  0.0892
H  -4.40507  -2.29658  2.06419  0.1178
H  -5.06807  -2.72928  -0.28301  0.1224
O  1.72313  0.49422  0.95769  -0.2990
C  2.69933  -0.30558  1.12069  -0.0684
C  2.54153  -1.70398  1.02169  -0.0997
C  3.64173  -2.57278  0.97579  0.0797
C  3.44343  -3.91968  0.77379  -0.1331
C  2.15073  -4.46358  0.68699  0.0520
C  1.06033  -3.63998  0.77319  0.0382
C  1.21243  -2.24128  0.91239  -0.2618
O  0.16683  -1.47668  0.94189  -0.1917
N  4.58863  -4.78378  0.63379  -0.3646
O  4.38093  -5.96298  0.45889  0.1036
O  5.68293  -4.26428  0.68249  0.0905
H  3.69083  0.11302  1.30119  0.1457
H  4.64613  -2.18838  1.08209  0.1370
H  2.04143  -5.53128  0.56629  0.1296
H  0.05753  -4.03608  0.72569  0.1159
C  2.52523  2.98312  2.59339  -0.1004
N  2.61083  3.73332  1.35679  -0.2836
C  3.72703  4.65592  1.32429  -0.0928
P  1.85783  3.21882  -0.03461  0.5989
O  0.52053  2.63622  0.31299  -0.3472
N  2.76613  2.15722  -0.94601  -0.3206
C  2.13713  1.57592  -2.11591  -0.1037
C  4.19583  1.96532  -0.85421  -0.0918
N  1.61553  4.55692  -1.00221  -0.2994
C  2.54473  4.97922  -2.02931  -0.0963
C  0.81163  5.62792  -0.44851  -0.0964
H  2.37533  3.66882  3.43119  0.0999
H  3.43943  2.40642  2.77709  0.0895
H  1.67293  2.30452  2.54999  0.0047
H  3.62213  5.37652  2.14089  0.0982
H  3.73613  5.19672  0.38179  0.0666
H  4.68703  4.14222  1.44399  0.0849
H  1.13463  1.99332  -2.21461  0.0748
H  2.05643  0.48612  -2.01681  0.0878
H  2.71143  1.79352  -3.02161  0.0942
H  4.55013  2.28892  0.12029  0.0695
H  4.74133  2.51972  -1.62761  0.0920
H  4.42053  0.90202  -0.97391  0.0885
H  3.11193  4.12532  -2.38831  0.0648
H  3.25023  5.74442  -1.67941  0.0839
H  1.98653  5.40142  -2.86971  0.0958
H  0.19123  5.21122  0.34279  0.0764
H  0.16943  6.04932  -1.22661  0.0932
H  1.43153  6.43052  -0.03271  0.0896

Atoms 1-6, force components in eV/Å:
Mo -3.82 2.19 0.81
S 0.50 -0.52 0.01
C -0.18 0.16 -0.25
C 0.06 0.02 -0.21
C 0.10 -0.14 -0.19
C 0.09 -0.06 0.09

=====

(4)
Molecular formula: C2HO3S
Method: DFT, ωB97M-V/def2-TZVPD

Output
F_max: 1.90 eV/Å
multiplicity: 1
net charge: -1
M: 105.09 g mol⁻¹
energy above the lowest of the compared OMol25 structures with the same formula, charge and spin: 7.4242 eV

Last column: Löwdin charge in e.
CARTESIAN COORDINATES (ANGSTROEM)
C  -0.20592  1.84308  0.14418  0.0254
C  0.09944  0.71145  -0.12560  -0.2514
O  -1.69827  -1.58732  1.08523  -0.4883
O  1.61367  -1.32274  0.44094  -0.4558
O  0.32299  -1.40497  -1.66344  -0.4588
S  0.34033  -1.08098  -0.23563  0.6305
H  -0.47224  2.84147  0.35433  -0.0016

Atoms 1-6, force components in eV/Å:
C 0.10 -0.28 -0.18
C 0.09 -0.53 0.03
O 1.57 0.31 -1.03
O -0.29 0.09 0.02
O -0.20 0.19 0.37
S -1.20 -0.08 0.72

=====

(5)
Molecular formula: C22H27ClIrOP
Method: DFT, ωB97M-V/def2-TZVPD

Output
F_max: 5.68 eV/Å
multiplicity: 5
net charge: +2
M: 566.10 g mol⁻¹
expectation value of S²: 6.018
energy above the lowest of the compared OMol25 structures with the same formula, charge and spin: 0.0000 eV

Last column: Löwdin charge in e.
CARTESIAN COORDINATES (ANGSTROEM)
Ir  0.00000  0.00000  0.00000  1.0714
Cl  0.01860  0.85970  2.14140  0.1643
P  0.00380  -0.05630  -2.17200  0.8607
C  -1.34160  -0.87470  -3.10110  -0.3497
C  -1.17930  -1.60620  -4.28060  -0.0549
C  -2.28770  -2.17080  -4.91380  -0.0299
C  -3.56370  -2.00750  -4.37780  -0.0268
C  -3.73180  -1.29200  -3.18960  -0.0423
C  -2.62710  -0.73770  -2.55080  -0.1164
C  -0.24450  1.71990  -2.55310  -0.3485
C  0.61200  2.62030  -1.89470  -0.0855
C  0.45390  3.99370  -2.06220  -0.0053
C  -0.55580  4.48310  -2.89280  -0.0135
C  -1.40560  3.59490  -3.55410  -0.0011
C  -1.25580  2.21860  -3.38430  -0.0228
C  1.56410  -0.41490  -3.06260  -0.3452
C  2.64630  -0.90680  -2.32260  -0.0979
C  3.87610  -1.13880  -2.93790  -0.0427
C  4.03640  -0.86850  -4.29710  -0.0284
C  2.97090  -0.34800  -5.03590  -0.0332
C  1.74220  -0.11430  -4.42110  -0.0806
H  1.40280  2.23490  -1.25280  0.0957
H  1.11620  4.68050  -1.54310  0.1323
H  -0.68020  5.55420  -3.02430  0.1298
H  -2.19020  3.97420  -4.20300  0.1324
H  -1.92470  1.53230  -3.89410  0.1171
H  -0.18880  -1.75290  -4.69690  0.1031
H  -2.14950  -2.74600  -5.82510  0.1249
H  -4.42390  -2.44670  -4.87530  0.1259
H  -4.72180  -1.17510  -2.75760  0.1220
H  -2.73940  -0.20060  -1.61120  0.0844
H  2.51110  -1.08450  -1.25780  0.0688
H  4.70870  -1.52140  -2.35390  0.1215
H  4.99430  -1.04590  -4.77810  0.1255
H  3.10240  -0.11440  -6.08880  0.1243
H  0.92630  0.32060  -4.99190  0.1181
H  -0.10840  -6.59760  -6.17350  -0.0006
H  0.63370  -6.56520  -6.14140  0.0010
C  1.46650  -2.12160  1.46020  -0.0902
C  0.36770  -2.71610  0.58110  -0.2547
O  -0.72930  -1.84180  0.37650  -0.3890
C  -1.60370  -1.81240  1.49240  -0.3045
C  -2.79490  -0.90890  1.20060  -0.0743
H  1.84660  -1.17700  1.02380  0.0284
H  2.30840  -2.84240  1.52650  0.1203
H  1.10070  -1.93230  2.48890  0.0864
H  0.79920  -2.94960  -0.41460  0.1342
H  0.03260  -3.69170  1.00230  0.1560
H  -2.01740  -2.82930  1.67640  0.1564
H  -1.09860  -1.47840  2.41740  0.0890
H  -3.47380  -0.89000  2.07900  0.1176
H  -2.46020  0.12700  0.98470  0.0387
H  -3.36060  -1.29890  0.33020  0.0879

Atoms 1-6, force components in eV/Å:
Ir 0.35 2.27 3.26
Cl 0.24 0.22 -0.96
P 0.45 0.49 -5.64
C -0.35 -0.21 0.68
C 0.21 -0.11 0.08
C 0.11 0.16 0.14